{"formula": "C23H40BaNO3P2", "method": "the ωB97M-V functional and the def2-TZVPD basis", "elements": ["Ba", "P", "C", "C", "N", "C", "C", "C", "C", "C", "P", "H", "H", "H", "H", "H", "H", "H", "H", "O", "H", "H", "O", "H", "C", "H", "H", "H", "C", "H", "H", "H", "C", "H", "H", "H", "C", "H", "H", "H", "C", "C", "C", "C", "C", "C", "C", "C", "C", "C", "C", "C", "O", "H", "H", "H", "H", "H", "H", "H", "H", "H", "H", "H", "H", "H", "H", "H", "H", "H"], "xyz": [[-0.034, -0.737, -0.843], [0.145, 1.950, -2.694], [1.731, 1.431, -3.333], [2.831, 0.895, -2.600], [2.662, 0.162, -1.434], [3.752, -0.048, -0.685], [4.986, 0.575, -0.898], [5.183, 1.266, -2.085], [4.131, 1.317, -2.982], [3.668, -0.846, 0.616], [2.404, -2.204, 0.673], [4.219, 1.741, -3.980], [5.806, 0.513, -0.182], [6.136, 1.722, -2.330], [4.697, -1.135, 0.914], [3.503, -0.194, 1.492], [0.470, -2.005, -4.758], [1.835, 1.312, -4.423], [0.823, -4.410, -2.174], [0.002, -1.463, -5.466], [-0.645, -2.119, -5.892], [1.217, -1.199, 0.868], [-0.105, -4.706, -2.446], [-0.324, -5.472, -1.833], [3.392, -3.650, -0.097], [4.403, -3.923, 0.320], [2.797, -4.574, -0.003], [3.587, -3.461, -1.166], [2.220, -2.799, 2.464], [1.257, -3.344, 2.318], [2.999, -3.503, 2.885], [2.108, -1.910, 3.133], [0.732, 3.649, -2.293], [0.619, 4.296, -3.169], [0.145, 4.036, -1.455], [1.787, 3.572, -2.002], [-0.818, 2.150, -4.287], [-1.878, 2.262, -4.007], [-0.506, 3.051, -4.841], [-0.719, 1.252, -4.923], [-3.425, -3.138, 2.364], [-2.874, -2.014, 1.496], [-3.404, -2.105, 0.056], [-3.169, -0.654, 2.093], [-4.342, -0.354, 2.767], [-4.546, 0.948, 3.248], [-3.588, 1.959, 3.093], [-2.403, 1.711, 2.426], [-1.325, 2.783, 2.266], [-1.864, 3.977, 1.472], [-0.813, 3.248, 3.622], [-2.253, 0.423, 1.835], [-1.292, 0.251, 0.962], [-4.520, -3.165, 2.353], [-3.091, -3.022, 3.397], [-3.052, -4.097, 1.997], [-1.774, -2.130, 1.479], [-4.500, -2.207, 0.061], [-3.194, -1.202, -0.549], [-2.997, -2.988, -0.462], [-5.101, -1.129, 2.919], [-5.468, 1.192, 3.772], [-3.736, 2.963, 3.503], [-0.490, 2.335, 1.707], [-2.695, 4.472, 1.995], [-1.065, 4.713, 1.332], [-2.224, 3.665, 0.484], [-0.429, 2.410, 4.209], [0.003, 3.954, 3.482], [-1.587, 3.747, 4.215]], "mulliken_charge": [1.258, 0.649, -0.915, 0.499, 0.276, 0.485, -0.723, -0.595, -0.732, -0.835, 0.396, 0.443, 0.418, 0.441, 0.477, 0.421, 0.295, 0.405, 0.315, -0.588, 0.321, -0.225, -0.628, 0.316, -1.285, 0.369, 0.384, 0.307, -1.146, 0.335, 0.372, 0.361, -1.095, 0.357, 0.271, 0.324, -1.317, 0.366, 0.404, 0.286, -1.817, 1.523, -1.319, 0.703, -0.342, -1.309, -0.190, 0.025, 0.532, -1.344, -1.563, -0.072, -0.102, 0.347, 0.409, 0.453, -0.386, 0.340, 0.217, 0.346, 0.243, 0.344, 0.328, 0.050, 0.323, 0.417, 0.251, 0.381, 0.458, 0.284], "total_charge": 1, "gap_ha": [0.1806, 0.1691], "total_energy_ev": -51396.29704, "relative_energy_ev": 4.862}

***

{"formula": "C9H16FIO3", "method": "the ωB97M-V functional and the def2-TZVPD basis", "elements": ["C", "C", "F", "C", "C", "C", "C", "O", "O", "C", "I", "H", "H", "H", "H", "H", "H", "H", "H", "H", "H", "C", "C", "O", "H", "H", "H", "H", "H", "H"], "xyz": [[-0.381, 2.711, 1.686], [-1.366, 2.316, 0.610], [-2.602, 2.876, 0.980], [-1.044, 2.865, -0.774], [-0.411, 1.964, -1.826], [-1.173, 0.727, -2.310], [-0.117, 0.008, -3.126], [-0.228, -0.910, -3.865], [1.110, 0.595, -2.879], [0.988, 1.382, -1.712], [1.287, 0.021, -0.014], [-0.576, 2.177, 2.615], [-0.482, 3.784, 1.862], [0.646, 2.507, 1.385], [-1.538, 1.237, 0.583], [-1.994, 3.186, -1.209], [-0.441, 3.772, -0.658], [-0.333, 2.593, -2.724], [-1.540, 0.075, -1.514], [-2.025, 0.964, -2.948], [1.818, 2.073, -1.624], [1.371, -4.936, 2.255], [0.646, -3.727, 1.699], [1.341, -2.510, 1.964], [1.517, -4.831, 3.331], [0.803, -5.847, 2.066], [2.352, -5.048, 1.789], [-0.329, -3.611, 2.172], [0.483, -3.838, 0.622], [2.216, -2.574, 1.566]], "mulliken_charge": [-1.348, 0.398, -0.380, -0.976, 0.326, -0.557, 0.477, -0.534, -0.363, -0.558, 0.021, 0.307, 0.396, 0.310, 0.246, 0.394, 0.401, 0.280, 0.273, 0.367, 0.511, -1.028, -0.238, -0.486, 0.268, 0.336, 0.325, 0.285, 0.254, 0.293], "gap_ha": 0.3726, "total_energy_ev": -26553.10243}